[1]
9
Properties=species:S:1:pos:R:3:forces:R:3 method="wB97M-V/def2-TZVPD" e_above_lowest_ev=1.286 spin_multiplicity=1 orbital_gap_ev=7.57 smiles="CP=S.O"
C 0.844828 1.375835 0.121597 -1.696 -0.398 -1.032
H -2.746421 -2.368639 -1.201195 1.091 0.828 -0.317
S 3.250512 -0.329334 0.536188 0.575 -0.255 0.197
H -0.205554 1.373262 -0.372413 1.612 0.331 0.854
H 1.492184 2.093703 -0.399467 -0.203 -0.123 0.001
H -2.004502 -1.228472 -2.043628 -0.054 -1.203 1.236
H 0.757357 1.714993 1.172747 0.169 -0.631 -0.476
O -1.895039 -1.870661 -1.288110 -1.031 0.392 -0.911
P 1.537510 -0.340628 -0.284851 -0.463 1.057 0.448

=====

[2]
42
Properties=species:S:1:pos:R:3:forces:R:3 method="wB97M-V/def2-TZVPD" spin_multiplicity=1 orbital_gap_ev="6.64 / 6.65" charge=-1
H 2.459444 -4.854695 -0.396090 0.004 -0.008 0.002
H 2.820336 2.156485 -1.847368 0.005 -0.001 -0.004
H -1.904404 -2.641415 5.032826 -0.001 -0.004 0.001
F 0.115446 -0.712082 -2.221736 -0.009 -0.023 -0.003
O 1.150724 1.022734 -0.261182 0.024 0.034 0.115
F -1.570691 1.211012 -1.336984 -0.033 -0.042 0.014
O -0.364343 -1.861904 1.596967 0.104 0.041 0.041
H 5.731716 -3.690803 -1.472195 0.003 0.002 -0.005
S -0.817361 1.064662 1.935293 0.055 -0.061 -0.092
H -3.157608 1.316498 6.105950 -0.001 -0.001 0.005
H 4.711147 -5.020444 -1.339319 -0.001 -0.006 -0.004
N 4.973274 -4.121680 -0.970937 0.050 -0.032 -0.011
H -2.178576 2.149031 4.016803 -0.001 0.009 -0.006
H -3.016965 -1.116256 6.659066 0.000 -0.002 -0.001
F 0.512865 0.722979 -3.787608 0.007 -0.008 0.022
C -0.596217 2.105799 -1.526445 -0.036 0.018 0.012
Ni 0.378229 -0.365837 0.802811 -0.094 0.088 -0.006
F -0.865891 2.721719 -2.707199 0.002 0.031 -0.015
C 1.816758 2.570452 -1.920239 -0.007 -0.039 0.018
H 3.128606 -0.044242 -0.060303 0.006 0.012 0.010
H 5.074600 -1.456618 -0.694097 0.013 0.001 -0.010
O -0.871415 -3.362172 3.120442 0.001 -0.013 -0.010
C 4.111714 -1.910249 -0.497481 -0.009 0.005 0.009
C -1.976846 -1.579298 4.842100 0.000 -0.010 0.020
F 2.144679 -0.126666 -2.660799 0.024 0.010 -0.007
H 0.677988 -3.287000 0.335931 0.019 0.017 -0.012
C 1.660005 -2.929564 0.054590 -0.056 -0.088 -0.008
C -1.422247 -1.122177 3.642864 0.041 -0.016 -0.011
C 0.823222 1.478280 -1.492873 0.002 0.005 -0.038
C -2.126322 1.093390 4.254086 0.011 0.011 -0.001
F -0.708991 3.043922 -0.580498 0.025 0.016 0.000
N 1.832048 -1.608142 0.142792 0.054 -0.032 -0.022
H 1.642274 2.936941 -2.931168 -0.013 -0.008 -0.005
C -2.595052 -0.732552 5.738269 -0.006 0.016 -0.002
C 0.881713 0.336852 -2.543946 -0.027 0.023 -0.059
H 1.729718 3.391214 -1.211183 0.000 0.007 0.000
C 2.661827 -3.793156 -0.334070 0.016 0.016 0.005
C -0.836849 -2.190538 2.750242 -0.115 -0.002 0.003
C 3.927627 -3.285928 -0.623023 -0.051 0.025 0.019
C 3.044116 -1.120031 -0.128281 0.039 -0.003 -0.002
C -2.671884 0.623823 5.427619 -0.006 -0.018 0.019
C -1.477845 0.245322 3.334638 -0.037 0.030 0.019

=====

[3]
117
Properties=species:S:1:pos:R:3:forces:R:3 method="wB97M-V/def2-TZVPD" spin_multiplicity=3 orbital_gap_ev="5.23 / 6.79"
C 2.535742 1.624732 -3.064901 -0.065 0.031 -0.026
H 5.516050 0.429970 -3.260669 0.021 -0.029 -0.018
C -4.745992 1.093833 -1.596174 -0.011 0.075 -0.030
C 0.801650 -3.848180 -0.808610 0.002 0.029 0.128
H 5.265925 2.027473 -1.796836 -0.002 0.043 0.015
C 3.761842 -3.511444 -1.923672 -0.037 -0.105 -0.085
C -6.659819 2.432161 -0.970930 0.015 0.015 0.023
H -4.701028 -0.996326 3.255569 -0.013 0.005 -0.009
H -2.762789 0.470241 3.325853 0.016 0.050 0.008
H 4.838490 -3.352413 -2.016611 0.005 -0.025 0.023
H 0.833217 -2.802035 1.485546 0.001 0.010 0.011
H -2.418070 -2.255684 -4.672826 0.020 0.015 -0.001
C 1.339475 1.825854 0.914885 -0.640 0.175 -0.347
C 1.423704 4.131998 0.268261 -0.146 0.059 -0.071
N -2.507212 1.755567 -0.904319 0.056 0.070 0.202
H -3.304153 -0.480126 -1.818578 0.115 -0.072 0.067
C -1.018335 -0.327951 5.163431 0.009 0.019 0.006
H 1.400374 -0.783113 -4.489476 0.023 0.031 -0.057
C -4.319012 -1.562147 1.296981 0.030 -0.051 0.067
H 1.850487 5.122833 0.353952 0.011 -0.005 -0.020
H 4.180342 -0.441329 2.229440 0.035 -0.037 0.022
C 0.295082 3.914997 -0.533725 0.076 0.105 -0.048
C 3.083786 -0.541757 -0.933503 0.267 -0.028 0.003
H 4.860805 -2.782500 0.992786 0.001 -0.045 0.006
H -1.688909 -2.028098 6.299646 0.019 -0.004 0.012
H -0.175414 4.714669 -1.085641 -0.008 0.002 0.003
H -0.278247 -3.774085 -0.700826 -0.002 -0.007 0.019
Si 3.110639 -0.150922 -2.752219 -0.117 0.062 0.007
N 0.790034 -0.305172 1.921018 0.103 0.249 -0.107
C -3.863755 2.052769 -1.059651 0.053 -0.094 0.038
O 1.378525 -2.572053 -0.582305 -0.048 0.020 -0.160
C -0.625379 -2.576836 4.510848 -0.015 0.033 0.033
Ti 0.899117 -0.280356 -0.147169 1.968 -1.148 1.399
C 6.183617 -0.769021 -0.694117 -0.018 0.008 -0.054
H -4.934620 -0.900888 -2.393004 -0.024 -0.010 0.023
H 6.668477 -1.198232 0.185431 -0.004 -0.009 -0.006
H -5.058197 1.347265 2.939403 -0.015 -0.031 0.016
H 4.501377 1.257567 2.084983 0.029 -0.004 0.004
C 0.058385 -2.143530 3.378851 0.007 -0.063 0.007
C -2.804068 -1.407099 1.417071 0.042 0.088 -0.010
H 1.918987 1.713615 -3.963670 0.038 -0.010 -0.018
C -0.445991 0.313606 -2.910055 -0.132 -0.153 -0.015
C -0.263034 2.662435 -0.621081 0.131 -0.193 -0.083
H 3.592757 -4.009620 1.096982 0.007 -0.003 -0.002
H -3.008148 4.841409 -0.673268 0.013 0.021 -0.019
H 1.031987 -4.197774 -1.818601 -0.022 0.001 -0.008
C -0.327874 1.638485 3.837080 0.005 -0.001 0.012
H -6.196373 4.307280 -0.043454 -0.010 -0.007 0.024
H -0.714169 -3.644528 4.682318 -0.010 -0.002 -0.007
H 3.406483 2.265472 -3.213971 -0.005 0.035 0.026
H -1.136889 2.100001 4.405100 0.010 0.021 0.021
H -0.145188 1.343828 -2.984616 -0.013 0.000 0.003
H -0.059993 -4.039821 2.385308 0.005 0.001 -0.003
N -0.238481 -0.482225 -1.834348 -1.281 -0.005 -1.589
H -2.426681 0.398745 0.424864 0.252 0.062 -0.183
H 2.713936 3.227464 1.733055 0.016 0.010 -0.026
H -2.479681 -1.841902 2.372766 0.043 -0.021 -0.008
C 4.942695 1.981608 -0.755485 0.002 0.087 -0.105
C 3.779030 -2.939104 0.974316 0.057 0.051 0.165
C 1.573355 0.825216 2.016194 -0.377 -0.152 0.333
H 4.071768 2.630114 -0.646427 -0.003 -0.014 0.033
H -5.988788 -0.746275 2.251343 0.015 -0.010 0.027
C -4.195381 -0.101196 -2.314532 0.001 -0.110 -0.031
H 0.622030 2.062965 4.164865 -0.020 0.001 0.009
H -4.118997 4.976438 0.708780 0.014 0.025 -0.021
N 0.304569 1.600925 0.017498 -0.449 1.239 0.479
H 3.355231 -2.412913 1.829145 -0.006 -0.011 0.010
O -1.732097 3.415335 -2.302722 -0.053 -0.001 0.025
H 3.614654 -4.549904 -1.613434 0.020 -0.005 0.003
C -3.032095 0.798076 2.314059 0.041 0.021 -0.085
H 1.975417 2.041219 -2.223596 -0.003 0.025 -0.008
H -2.699226 1.829426 2.199287 -0.004 -0.013 -0.038
N -4.975607 -0.673760 2.324292 0.001 0.001 -0.037
C -4.545736 0.766844 2.172366 -0.020 -0.006 -0.074
H -3.907340 0.180472 -3.329618 0.096 -0.011 -0.032
N -0.787943 -1.642445 -2.114381 0.007 -0.085 0.120
H 5.835429 0.102257 1.936495 0.016 0.037 0.009
H -4.690578 -1.228898 0.332233 -0.018 0.078 -0.143
C -3.532267 4.284308 0.104810 0.024 -0.076 -0.013
H 6.914275 -0.113827 -1.176723 0.002 -0.001 0.005
C -1.166572 -1.681999 5.416607 0.005 -0.002 -0.066
C 4.786068 0.283237 1.691051 -0.099 0.016 0.039
H 2.733215 -1.923041 -4.446856 -0.014 -0.023 -0.005
C 0.209957 -0.769686 3.119665 0.048 -0.133 -0.140
H -4.647269 -2.583543 1.492303 -0.028 0.009 -0.017
H -0.447743 1.912445 2.787171 -0.040 -0.037 0.022
H 5.749602 2.393151 -0.142059 0.000 0.009 -0.007
H -1.023002 -3.116267 -4.419217 -0.053 0.014 -0.063
N -1.237324 -1.526045 -3.317703 -0.040 -0.052 -0.206
O 2.335080 1.089400 2.940648 -0.082 0.212 -0.053
C 2.060867 -1.333692 -3.820293 -0.022 -0.072 0.021
C -6.123119 1.287454 -1.537396 0.025 -0.047 0.056
H -2.759892 3.834811 0.735567 0.004 -0.006 0.003
H 5.983394 -1.584316 -1.388548 0.007 0.002 -0.046
C -4.414298 3.230136 -0.499402 -0.027 -0.030 0.018
C -1.598471 2.600278 -1.378305 -0.034 0.032 0.039
Si 3.076951 -2.330335 -0.637610 -0.079 0.066 -0.188
C 1.918984 3.097790 1.010762 0.494 -0.371 0.181
N -1.786255 -2.619390 -3.968383 -0.011 0.069 0.111
H -2.337309 -1.992608 0.621596 0.008 -0.009 0.009
H -6.778214 0.533506 -1.963809 0.013 0.018 -0.003
H -1.438816 0.397122 5.852548 0.001 0.003 0.007
C 0.628170 -3.195545 2.472442 0.005 0.034 -0.004
C -5.794020 3.395974 -0.472091 -0.004 -0.007 0.011
H 1.182986 -4.578447 -0.089558 0.000 -0.024 -0.008
H 4.590991 -0.025487 -4.692791 0.001 0.006 0.002
H 1.568525 -3.581912 2.872889 0.003 0.002 -0.001
C -0.353214 0.146424 4.036807 -0.083 0.079 0.103
N -2.353321 -0.039795 1.350489 -0.417 -0.059 0.227
H 3.326672 -3.387479 -2.914037 0.014 -0.030 0.000
Si 4.629243 0.219292 -0.178858 0.135 -0.118 -0.024
H -4.871438 1.088009 1.182280 -0.014 0.029 -0.029
H 1.463986 -2.031973 -3.230664 -0.018 -0.021 -0.009
H 5.192809 -1.271658 -3.596705 -0.014 -0.012 -0.011
H -7.731342 2.580591 -0.934728 -0.003 0.012 -0.004
C 4.767890 -0.266671 -3.639606 0.143 0.019 0.059
N -1.059960 -0.343716 -3.875571 0.025 0.168 0.128